No. 1
Here is an isolated ion of composition C2H3Cl2N2O and charge +1 from the Open Molecules 2025 dataset. Energies are from ωB97M-V/def2-TZVPD.

The HOMO energy (alpha / beta) comes out at -14.72 / -16.11 eV. The energy relative to the best compared isomer or geometry (same formula, charge and spin) comes out at 0.0 kJ/mol. The calculation puts the HOMO-LUMO gap (alpha / beta) at 8.6701 / 8.3406 eV.

Geometry as ORCA input:
```
! RIJCOSX wB97M-V def2-TZVPD def2/J DEFGRID3
* xyz 1 3
C -0.14534 0.69779 0.74667
C -0.33954 -0.97389 -0.92641
N 0.63084 1.38911 1.64053
N 0.20312 0.23031 -0.43058
O 0.57998 2.41762 2.13232
Cl 0.52450 -1.33089 -2.39421
Cl -0.14244 -2.15797 0.42156
H -1.02667 -0.04620 1.00439
H -1.35985 -0.87590 -1.21311
H 1.07540 0.65001 -0.98115
*
```


No. 2
Here is C5H16N4 as an isolated structure from the Open Molecules 2025 dataset. Energies are from ωB97M-V/def2-TZVPD.

The HOMO energy comes out at -7.89 eV. The energy relative to the best compared isomer or geometry (same formula, charge and spin) comes out at 619.8 kJ/mol. The calculation puts the HOMO-LUMO gap at 8.8322 eV.

Geometry as ORCA input:
```
! RIJCOSX wB97M-V def2-TZVPD def2/J DEFGRID3
* xyz 0 1
C 3.10815 -0.17994 -1.61106
C 1.87225 -0.71312 0.39858
N 1.82136 -0.11170 -0.92923
N 0.78208 -0.74597 -1.68032
H 0.62135 -0.19376 -2.51683
H 1.06877 -1.68485 -1.98093
H 3.44820 -1.21990 -1.76547
H 0.89607 -0.62072 0.87365
H 3.85979 0.34534 -1.02038
H 3.03546 0.30864 -2.58444
H 2.61126 -0.17922 0.99741
H 2.16383 -1.77778 0.35948
C -2.19966 0.34228 2.32576
C -1.02272 1.52464 0.59260
N -1.19326 0.34953 1.28934
C -2.09649 -0.13293 -0.40220
N -3.31698 -0.31537 -0.39451
H -3.72658 -0.86458 0.36244
H -1.15889 -0.49411 -0.81198
H -1.71432 0.28495 3.30526
H -2.83858 -0.54859 2.22904
H -2.86850 1.21537 2.32622
H -1.56451 1.27861 -0.55417
H -1.60018 2.40950 0.88674
H 0.01210 1.72367 0.30498
*
```


No. 3
Here is a 2-piece molecular cluster, C3H5PS overall from the Open Molecules 2025 dataset. Energies are from ωB97M-V/def2-TZVPD.

The HOMO energy comes out at -8.65 eV. The energy relative to the best compared isomer or geometry (same formula, charge and spin) comes out at 549.1 kJ/mol. The calculation puts the HOMO-LUMO gap at 7.4633 eV.

Geometry as ORCA input:
```
! RIJCOSX wB97M-V def2-TZVPD def2/J DEFGRID3
* xyz 0 1
C 2.21386 -0.55272 -0.11591
C -1.12834 1.30818 -0.04027
C 1.32906 0.44587 -0.04576
P -2.57974 0.53081 -0.06513
S -2.19054 -1.51280 -0.07678
H 3.20619 -0.58806 0.21454
H 1.80483 -1.50955 0.01560
H -0.77790 2.26116 -0.08488
H 1.72507 1.41297 0.05060
H -3.60249 -1.79586 0.14800
*
```


No. 4
Here is C14H24CuMgO11 as an isolated structure from the Open Molecules 2025 dataset. Energies are from ωB97M-V/def2-TZVPD.

The HOMO energy (alpha / beta) comes out at -14.25 / -14.25 eV. The energy relative to the best compared isomer or geometry (same formula, charge and spin) comes out at 361.7 kJ/mol. The calculation puts the HOMO-LUMO gap (alpha / beta) at 6.2518 / 1.6592 eV.

Geometry as ORCA input:
```
! RIJCOSX wB97M-V def2-TZVPD def2/J DEFGRID3
* xyz 2 2
Mg -13.72047 5.92957 2.18634
Cu -13.02966 5.08672 -0.93693
C -12.95906 2.78683 1.43026
O -13.24063 4.21290 1.27324
H -12.73911 2.31415 0.47303
H -11.96643 2.86578 1.87360
H -13.61491 2.28522 2.14184
C -13.35943 8.20415 -0.21056
O -13.58545 6.98615 0.44513
H -13.53537 8.23536 -1.28582
H -14.00614 9.00138 0.15589
H -12.31997 8.44106 0.01635
C -16.59483 1.51914 3.04772
C -15.52364 1.42200 4.24171
C -15.31062 2.65080 5.08397
O -15.39389 2.28754 6.41949
C -15.92235 1.12953 6.46142
O -16.49479 0.64796 7.42455
O -16.05950 0.61765 5.23467
H -16.64945 0.63435 2.41349
H -16.18683 2.41147 2.57297
H -17.54735 1.80239 3.49562
H -14.57185 1.09640 3.82194
H -16.01461 3.40656 4.73565
H -14.30260 3.02382 4.90262
C -9.83842 1.15547 -0.46821
C -10.22298 0.29577 -1.74072
C -11.61031 -0.36912 -1.80517
O -12.04805 0.04814 -3.06557
C -11.19061 0.90367 -3.63639
O -11.48680 1.46867 -4.66074
O -10.08999 1.08432 -2.88025
H -9.02408 1.83463 -0.72055
H -9.46536 0.47945 0.30116
H -10.64467 1.84071 -0.20645
H -9.49459 -0.47851 -1.98165
H -12.24542 -0.04349 -0.98134
H -11.48470 -1.45062 -1.85695
C -7.36531 3.25459 1.62139
C -8.61744 4.12044 1.96815
C -8.40972 5.60674 2.06252
O -9.35008 6.18828 1.09644
C -10.03627 5.19803 0.48015
O -10.79580 5.23046 -0.46668
O -9.67403 3.91993 1.04509
H -6.85671 2.76707 2.45311
H -6.65589 3.77917 0.98136
H -7.65315 2.38423 1.03169
H -8.88727 3.69404 2.93432
H -7.36928 5.89419 1.91101
H -8.70158 5.98914 3.04062
*
```